[1]
DFT (wB97M-V/def2-TZVPD) results for the molecule C5H10O.

The calculation puts the relative energy (zero: lowest compared OMol25 entry of this formula, charge and spin) at 1.5 kcal/mol. The calculation puts the frontier orbital gap at 10.53 eV. Its HOMO energy is -9.526 eV. Its charge is 0. The SMILES is CC(=O)C(C)C.

Last column: Mulliken charge in e.
Atoms and positions in Å:
C  2.1010  -0.4505  -0.4728  -1.104
C  0.8862  0.4330  -0.2544  0.547
O  1.0067  1.6391  -0.2044  -0.550
C  -0.4780  -0.2178  -0.0446  0.717
C  -1.5550  0.5218  -0.8376  -1.478
C  -0.7830  -0.2098  1.4609  -1.423
H  1.8552  -1.5077  -0.5986  0.323
H  2.6385  -0.1050  -1.3605  0.337
H  2.7759  -0.3288  0.3803  0.282
H  -0.4313  -1.2578  -0.3883  0.216
H  -1.3556  0.4753  -1.9139  0.357
H  -1.5862  1.5762  -0.5489  0.306
H  -2.5394  0.0761  -0.6563  0.408
H  -0.7788  0.8179  1.8412  0.331
H  -0.0430  -0.7874  2.0272  0.350
H  -1.7696  -0.6463  1.6514  0.381

=====

[2]
DFT (wB97M-V/def2-TZVPD) results for a cluster of 7 separate species, C54H58N2O13PS2 in total at a distorted geometry.

The calculation puts the frontier orbital gap at 6.55 eV. Its HOMO energy is -11.398 eV. Its charge is +1.

Last column: Mulliken charge in e.
Atoms and positions in Å:
C  -5.5113  -0.4000  8.8022  -1.034
C  -6.5616  0.4284  7.9093  -0.197
C  -6.3686  -0.0564  6.4210  -0.537
C  -7.4983  0.5261  5.4837  -0.633
C  -6.9946  0.9622  4.0557  -0.766
C  -5.9603  -0.0418  3.3891  -0.167
C  -5.3039  0.7334  2.1725  -0.889
C  -4.2979  -0.2126  1.3573  -0.279
C  -2.9321  -0.2637  2.1313  -0.667
C  -1.6900  -0.6797  1.2343  -0.852
C  -1.5170  0.1968  -0.0610  -0.144
C  -0.9969  1.6692  0.2899  -0.903
C  0.5963  1.5951  0.1747  0.191
C  1.3343  2.5873  1.1705  -0.944
C  2.0355  1.7890  2.3003  0.838
C  1.7270  2.1023  3.7079  -0.466
C  2.4590  1.2784  4.7204  0.049
O  2.2339  1.5615  6.0481  -0.478
N  3.3161  0.2937  4.4405  -0.957
N  3.5456  0.0718  3.1681  0.977
P  4.7203  -1.2745  2.8403  -0.028
S  6.4616  -0.6542  2.3099  -0.269
C  3.0420  0.6965  2.0615  0.152
S  3.5833  0.2200  0.3927  -0.118
H  -6.0698  -1.1015  9.4785  0.321
H  -4.8676  -0.9944  8.1055  0.307
H  -4.8568  0.2931  9.3926  0.205
H  -6.3874  1.5345  8.0113  -0.032
H  -7.6232  0.1807  8.1887  0.416
H  -5.3455  0.2695  6.0732  0.251
H  -6.3786  -1.1757  6.3422  0.317
H  -8.3396  -0.2040  5.3296  0.318
H  -7.8942  1.4489  5.9997  0.364
H  -7.8458  1.0418  3.3183  0.315
H  -6.4918  1.9708  4.0401  0.350
H  -5.1163  -0.3286  4.0640  0.142
H  -6.4531  -0.9761  3.0092  0.215
H  -6.0975  1.0176  1.4227  0.333
H  -4.6978  1.6192  2.4921  0.306
H  -4.7160  -1.2415  1.2065  0.269
H  -4.2278  0.2528  0.3371  0.259
H  -3.0299  -1.0047  2.9769  0.348
H  -2.6793  0.7177  2.6325  0.177
H  -1.8168  -1.7698  0.9762  0.495
H  -0.7598  -0.6414  1.8797  0.114
H  -2.4097  0.2133  -0.7301  0.647
H  -0.6959  -0.2976  -0.6576  -0.189
H  -1.2980  1.9798  1.3261  0.377
H  -1.3946  2.3523  -0.5031  0.311
H  0.8549  0.5536  0.5131  -0.146
H  0.9158  1.7798  -0.8791  0.190
H  0.5892  3.2688  1.6697  0.411
H  2.0521  3.2661  0.6304  0.310
H  1.0181  2.9062  4.0005  0.415
H  1.3675  1.1997  6.3149  0.359
H  4.0837  -2.1156  1.8703  0.151
H  4.7509  -2.0651  4.0357  0.168
H  2.4913  -0.3466  -0.2542  0.342
C  -1.7568  3.3724  9.0408  -0.400
C  -1.4761  4.3339  9.9179  -0.365
C  -2.5311  5.2419  10.4261  0.303
O  -2.2757  6.1187  11.2231  -0.527
C  -3.9087  5.0370  9.9219  -0.348
C  -4.1883  4.0748  9.0445  -0.273
C  -3.1342  3.1679  8.5369  0.416
O  -3.3902  2.2886  7.7376  -0.496
H  -0.9990  2.7002  8.6584  0.445
H  -0.4750  4.4968  10.2973  0.406
H  -4.6667  5.7087  10.3044  0.425
H  -5.1893  3.9116  8.6651  0.400
C  1.5842  -0.1349  -5.6684  -0.199
C  1.8778  -0.1218  -4.3706  -0.504
C  0.9015  -0.5842  -3.3606  0.321
O  1.1684  -0.5699  -2.1693  -0.458
C  -0.4114  -1.0636  -3.8437  -0.086
C  -0.7052  -1.0762  -5.1423  -0.768
C  0.2695  -0.6143  -6.1543  0.319
O  0.0031  -0.6277  -7.3395  -0.617
H  2.2867  0.2010  -6.4238  0.405
H  2.8339  0.2248  -3.9979  0.515
H  -1.1088  -1.3967  -3.0903  0.548
H  -1.6610  -1.4224  -5.5144  0.559
C  4.8468  1.0687  -11.3609  -0.434
C  5.1227  1.0857  -10.0583  -0.470
C  4.1274  0.6386  -9.0586  0.626
O  4.3763  0.6549  -7.8662  -0.583
C  2.8177  0.1717  -9.5594  0.023
C  2.5396  0.1541  -10.8608  -0.367
C  3.5333  0.6005  -11.8633  0.221
O  3.2834  0.5837  -13.0504  -0.544
H  5.5612  1.3922  -12.1074  0.417
H  6.0767  1.4236  -9.6733  0.419
H  2.1037  -0.1511  -8.8121  0.228
H  1.5848  -0.1836  -11.2436  0.456
C  8.7203  -3.5314  1.0926  -0.172
C  9.9854  -3.7133  0.7197  -0.414
C  10.7231  -4.9452  1.0845  0.318
O  11.8756  -5.1118  0.7476  -0.524
C  9.9981  -5.9654  1.8779  -0.377
C  8.7324  -5.7817  2.2501  -0.322
C  7.9963  -4.5510  1.8852  0.459
O  6.8384  -4.3830  2.2231  -0.544
H  8.1649  -2.6382  0.8363  0.344
H  10.5291  -2.9783  0.1396  0.419
H  10.5521  -6.8593  2.1349  0.406
H  8.1881  -6.5162  2.8303  0.410
C  -1.4745  -7.0546  -3.8909  -0.383
C  -1.5168  -5.8191  -3.3959  -0.452
C  -1.0553  -4.6583  -4.1890  0.337
O  -1.0919  -3.5276  -3.7360  -0.347
C  -0.5462  -4.9212  -5.5539  -0.187
C  -0.5033  -6.1561  -6.0502  -0.457
C  -0.9651  -7.3191  -5.2568  0.246
O  -0.9284  -8.4431  -5.7078  -0.524
H  -1.8071  -7.9158  -3.3252  0.404
H  -1.8865  -5.6076  -2.4004  0.420
H  -0.2136  -4.0596  -6.1198  0.474
H  -0.1335  -6.3667  -7.0458  0.437
C  -0.3271  2.9136  -6.6704  -0.176
C  -0.8667  3.7854  -5.8213  -0.419
C  -0.5178  5.2242  -5.8748  0.338
O  -1.0070  6.0198  -5.0999  -0.555
C  0.4527  5.6532  -6.9091  -0.400
C  0.9917  4.7788  -7.7576  -0.389
C  0.6409  3.3417  -7.7027  0.251
O  1.1260  2.5392  -8.4730  -0.426
H  -0.5692  1.8593  -6.6461  0.451
H  -1.5771  3.4881  -5.0598  0.474
H  0.6958  6.7079  -6.9340  0.413
H  1.7028  5.0741  -8.5189  0.438

=====

[3]
DFT (wB97M-V/def2-TZVPD) results for a structure of composition C39H45BeN5P2 at a distorted geometry.

The calculation puts the relative energy (zero: lowest compared OMol25 entry of this formula, charge and spin) at 4.1 kcal/mol. The calculation puts the frontier orbital gap (spin up / spin down) at 5.60 / 5.60 eV. Its HOMO energy (spin up / spin down) is -6.426 / -6.427 eV. Its charge is 0.

Last column: Mulliken charge in e.
Atoms and positions in Å:
Be  -0.8095  1.7966  -3.8314  -0.438
C  -1.9581  0.9896  -5.3576  0.394
C  -1.4922  -0.2851  -5.3873  -0.111
C  -0.3994  -0.8212  -6.2487  -1.011
C  0.8108  0.1686  -6.2951  -1.654
C  1.0353  0.8905  -5.0093  -0.523
C  0.6780  2.1916  -4.6961  1.340
C  -0.3402  2.9836  -5.5573  -1.292
C  -1.4566  2.1427  -6.2263  -1.474
C  0.2224  1.7965  -2.0920  -0.793
H  -3.0657  1.0642  -5.1785  1.195
H  -2.1228  -1.1269  -4.9802  0.082
H  -0.8410  -0.9186  -7.2624  0.555
H  -0.1225  -1.8550  -5.9616  0.385
H  1.6972  -0.3985  -6.5892  0.386
H  0.5894  0.8694  -7.0979  0.441
H  2.0104  0.5989  -4.5521  0.061
H  1.5027  2.6806  -4.1891  1.087
H  0.2550  3.5542  -6.2667  0.630
H  -0.8049  3.7482  -4.9231  0.369
H  -2.3302  2.7996  -6.3497  0.470
H  -1.1182  1.8122  -7.2162  0.273
H  -0.2963  2.0946  -1.1580  0.348
H  1.1246  2.4519  -1.9867  0.221
H  0.5043  0.7382  -1.8347  -0.202
P  2.1266  -0.8960  -2.1312  0.164
P  -1.4578  -0.7916  -2.0161  0.070
N  3.5242  0.1753  -3.0633  0.717
N  3.3439  -1.9155  -1.6721  1.412
N  -2.8574  0.8665  -2.6444  -0.289
N  -2.8798  -1.6852  -1.9062  1.025
C  1.0315  -1.9053  -3.2544  -0.104
C  -0.4728  -2.1495  -2.7555  -1.624
C  3.6076  1.5761  -3.0874  -0.877
C  4.6697  1.9642  -3.9028  -0.677
C  5.3104  0.7607  -4.3551  -0.791
C  4.5837  -0.3099  -3.8296  -0.603
C  4.3582  -1.4125  -0.8408  -0.565
C  5.1665  -2.4905  -0.4684  -0.791
C  4.5925  -3.6558  -1.0633  -0.711
C  3.4721  -3.3106  -1.7743  -0.662
C  -2.2638  2.2189  -2.7701  0.481
C  -3.3256  3.0972  -3.2436  -0.610
C  -4.4575  2.3211  -3.4627  -1.098
C  -4.1400  0.9549  -3.1219  -0.560
C  -3.6743  -2.3491  -2.8732  -0.596
C  -4.8396  -2.8174  -2.2524  -0.650
C  -4.7921  -2.3847  -0.8735  -1.080
C  -3.6252  -1.6534  -0.7258  -0.110
H  1.5540  -2.8497  -3.4734  0.926
H  0.9710  -1.3227  -4.2055  -0.937
H  -0.9926  -2.3831  -3.6962  1.052
H  -0.5528  -3.0758  -2.1302  0.635
H  2.8794  2.1559  -2.5285  0.720
H  4.8932  2.9884  -4.1430  0.450
H  6.1870  0.6794  -4.9798  0.449
H  4.7896  -1.3753  -3.9227  0.369
H  4.3535  -0.3535  -0.6162  0.416
H  6.0145  -2.3905  0.1316  0.555
H  4.9864  -4.6627  -0.9664  0.454
H  2.7672  -3.9064  -2.3416  0.446
H  -1.8567  2.6918  -1.8713  0.686
H  -3.1032  4.1923  -3.1232  0.420
H  -5.4201  2.6806  -3.8490  0.359
H  -4.8529  0.1337  -3.2534  0.313
H  -3.3791  -2.4065  -3.8992  0.387
H  -5.6491  -3.3854  -2.7065  0.435
H  -5.4903  -2.5314  -0.0608  0.468
H  -3.1871  -1.0591  0.0630  0.387
C  -2.5975  2.0112  3.0381  -0.699
C  -2.9918  2.0742  1.6868  -0.914
C  -2.3105  1.2950  0.7467  -0.208
C  -1.3340  0.3508  1.1689  0.360
C  -0.8598  0.4093  2.5139  -0.751
C  -1.5235  1.2071  3.4423  -0.505
N  -0.9724  -0.6876  0.3198  0.202
C  -0.6389  -1.9520  0.8124  -0.838
C  0.5011  -2.6334  0.2937  0.144
C  0.8887  -3.8640  0.8007  -0.769
C  0.1037  -4.4491  1.8076  -0.563
C  -1.0661  -3.8383  2.2748  -0.873
C  -1.4286  -2.5950  1.7890  0.222
H  -3.1050  2.6421  3.7579  0.345
H  -3.8312  2.6984  1.3746  0.431
H  -2.6304  1.2925  -0.3076  0.690
H  -0.0333  -0.2372  2.8193  0.464
H  -1.2146  1.1852  4.4916  0.389
H  1.1036  -2.0982  -0.4659  0.087
H  1.7812  -4.3634  0.3993  0.389
H  0.3657  -5.4255  2.1784  0.388
H  -1.6902  -4.3313  3.0238  0.387
H  -2.3459  -2.0994  2.1523  0.419

=====

[4]
DFT (wB97M-V/def2-TZVPD) results for a cluster of 2 separate species, C4H10ClN4O2S in total at a distorted geometry.

The calculation puts the frontier orbital gap (spin up / spin down) at 7.56 / 7.82 eV. Its HOMO energy (spin up / spin down) is -12.611 / -13.200 eV. Its charge is +1.

Last column: Mulliken charge in e.
Atoms and positions in Å:
C  -1.5271  2.2413  0.6163  -0.392
C  -0.7236  1.6342  1.8497  -0.915
C  1.1554  1.2629  0.5318  0.126
C  -0.3680  -3.1321  -1.9181  -0.961
N  1.7239  0.5429  -0.3936  0.824
N  2.2488  -0.1011  -1.1553  -0.791
N  -0.6622  3.0124  -0.1366  -0.343
N  0.1786  0.7957  1.2761  -0.047
O  1.9899  -3.1370  -0.7089  -0.465
O  0.0620  -1.5774  0.0895  -0.699
S  0.8144  -2.0088  -1.1613  0.757
Cl  -0.1928  4.4648  0.5673  0.007
H  -1.8996  1.3953  0.0753  0.413
H  -2.2507  2.7264  1.2312  0.390
H  -0.2710  2.5563  2.1675  0.517
H  -1.2944  1.1607  2.5597  0.441
H  1.2821  2.3142  0.3014  0.466
H  -0.8378  -3.5870  -1.1813  0.411
H  -1.0119  -2.4611  -2.5377  0.324
H  0.1075  -3.9980  -2.5902  0.341
H  1.6656  -3.9366  -0.3072  0.348
H  -0.1893  -0.1681  0.8245  0.249